DFT (the ωB97M-V functional and the def2-TZVPD basis) results for 5 unconnected molecules or ions with the total composition C19H47BN5O6Si.

Its total charge is -1. The energy relative to the best compared isomer or geometry (same formula, charge and spin) comes out at 0.00 kJ/mol. For the strongest force on any atom, the calculation gives 0.80 eV/A. For the HOMO energy, the calculation gives -0.0829 Eh.

Bonds (Å) are listed after each position.
Geometry (Å):
1 Si 1.0538 2.0370 -1.2749  O5 1.627, C13 1.869, C16 1.873, C31 1.876
2 O 1.2752 -1.0708 4.4215  B32 1.459, H55 0.964
3 O -2.0712 4.7491 2.2013  C18 1.214
4 O 3.0034 -2.9373 2.6416  C23 1.214
5 O 0.3337 1.5042 0.0832  Si1 1.627, C21 1.438
6 O -3.5612 -5.3054 -1.4513  C15 1.216
7 O -3.1178 0.1303 -1.7689  C19 1.233
8 N 0.4929 0.4210 2.5979  C14 1.419, B32 1.371
9 N -1.6075 -6.1128 -2.2035  C15 1.363, C30 1.444, H68 1.008
10 N 4.7870 -3.3118 1.3273  C23 1.368, C28 1.442, H76 1.007
11 N -1.9939 -0.5261 0.0708  C19 1.338, C27 1.453, H74 1.014
12 N -2.2387 5.7531 0.2032  C18 1.366, C29 1.443, H58 1.008
13 C 2.9097 1.8775 -1.1169  Si1 1.869, H33 1.095, H51 1.093, H57 1.094
14 C -0.1525 1.6826 2.5254  N8 1.419, C21 1.562, H48 1.112, H79 1.105
15 C -2.8059 -5.4896 -2.3866  O6 1.216, N9 1.363, C17 1.514
16 C 0.4900 0.9512 -2.6932  Si1 1.873, H64 1.094, H65 1.095, H77 1.092
17 C -3.1395 -5.0170 -3.7855  C15 1.514, H35 1.085, H38 1.091, H59 1.091
18 C -2.7750 5.0996 1.2769  O3 1.214, N12 1.366, C24 1.514
19 C -2.9006 -0.7131 -0.8954  O7 1.233, N11 1.338, C25 1.517
20 C 2.8154 -2.1403 0.4078  C23 1.513, H50 1.088, H62 1.092, H71 1.091
21 C -0.1758 2.3619 1.1188  O5 1.438, C14 1.562, H34 1.097, H73 1.097
22 C 2.9580 0.6725 3.5859  C26 1.533, B32 1.631, H47 1.099, H54 1.102
23 C 3.5258 -2.8318 1.5513  O4 1.214, N10 1.368, C20 1.513
24 C -4.2596 4.8033 1.2395  C18 1.514, H37 1.091, H61 1.086, H67 1.091
25 C -3.6511 -2.0318 -0.8944  C19 1.517, H36 1.091, H46 1.089, H70 1.086
26 C 3.0754 2.1693 3.2773  C22 1.533, H45 1.094, H72 1.097, H75 1.095
27 C -1.5987 -1.4198 1.1461  N11 1.453, H40 1.088, H42 1.088, H44 1.088
28 C 5.5528 -3.2463 0.1073  N10 1.442, H39 1.093, H52 1.093, H53 1.086
29 C -2.9066 6.2116 -0.9904  N12 1.443, H41 1.093, H49 1.086, H69 1.092
30 C -0.5856 -6.3909 -3.1852  N9 1.444, H43 1.092, H60 1.086, H66 1.092
31 C 0.6352 3.8234 -1.6661  Si1 1.876, H56 1.094, H63 1.094, H78 1.095
32 B 1.4523 0.0503 3.5040  O2 1.459, N8 1.371, C22 1.631
33 H 3.3961 1.9704 -2.0940  C13 1.095
34 H -1.2082 2.6006 0.8360  C21 1.097
35 H -4.1129 -4.5387 -3.7432  C17 1.085
36 H -4.2269 -2.1650 0.0221  C25 1.091
37 H -4.5129 4.1771 0.3832  C24 1.091
38 H -2.4040 -4.2952 -4.1426  C17 1.091
39 H 5.8133 -4.2420 -0.2612  C28 1.093
40 H -0.5294 -1.6062 1.0725  C27 1.088
41 H -2.8087 7.2927 -1.1168  C29 1.093
42 H -1.7364 -0.9478 2.1166  C27 1.088
43 H -0.3914 -7.4624 -3.2687  C30 1.092
44 H -2.1490 -2.3571 1.0894  C27 1.088
45 H 2.5188 2.7643 4.0079  C26 1.094
46 H -2.9680 -2.8766 -0.9721  C25 1.089
47 H 3.4097 0.4662 4.5659  C22 1.099
48 H -1.2235 1.6177 2.8178  C14 1.112
49 H -3.9652 5.9763 -0.9315  C29 1.086
50 H 1.8544 -1.7957 0.7836  C20 1.088
51 H 3.3479 2.6091 -0.4331  C13 1.093
52 H 6.4786 -2.6819 0.2421  C28 1.093
53 H 4.9688 -2.7472 -0.6603  C28 1.086
54 H 3.5714 0.1215 2.8550  C22 1.102
55 H 1.5537 -1.8711 3.9616  O2 0.964
56 H 1.1549 4.5212 -1.0028  C31 1.094
57 H 3.1276 0.8826 -0.7164  C13 1.094
58 H -1.2425 5.8898 0.2780  N12 1.008
59 H -3.1736 -5.8491 -4.4903  C17 1.091
60 H -0.9045 -6.0313 -4.1588  C30 1.086
61 H -4.5045 4.2716 2.1537  C24 1.086
62 H 2.6699 -2.8137 -0.4395  C20 1.092
63 H -0.4414 4.0063 -1.5950  C31 1.094
64 H 0.0518 1.5516 -3.4957  C16 1.094
65 H 1.3312 0.3977 -3.1237  C16 1.095
66 H 0.3534 -5.8929 -2.9355  C30 1.092
67 H -4.8493 5.7196 1.1817  C24 1.091
68 H -1.4390 -6.3840 -1.2473  N9 1.008
69 H -2.5060 5.7275 -1.8839  C29 1.092
70 H -4.3254 -2.0384 -1.7463  C25 1.086
71 H 3.3792 -1.2716 0.0641  C20 1.091
72 H 4.1108 2.5329 3.2910  C26 1.097
73 H 0.3900 3.3010 1.1430  C21 1.097
74 H -1.4791 0.3473 0.0363  N11 1.014
75 H 2.6444 2.3889 2.2945  C26 1.095
76 H 5.2039 -3.7407 2.1379  N10 1.007
77 H -0.2689 0.2394 -2.3631  C16 1.092
78 H 0.9518 4.0385 -2.6923  C31 1.095
79 H 0.2696 2.4439 3.2054  C14 1.105

Here are the Mulliken charges for atoms 1 to 6, given in e: atom 1 (Si): 0.52, atom 2 (O): -0.78, atom 3 (O): -0.61, atom 4 (O): -0.63, atom 5 (O): 0.06, atom 6 (O): -0.63



DFT (the ωB97M-V functional and the def2-TZVPD basis) results for 3 unconnected molecules or ions with the total composition C19H47FN3O5 in a non-equilibrium geometry.

Its total charge is +1. For the strongest force on any atom, the calculation gives 2.47 eV/A. For the HOMO energy, the calculation gives -0.3863 Eh.

Bonds (Å) are listed after each position.
Geometry (Å):
1 F -5.2836 -0.7161 -4.1381  C25 1.411
2 O -2.7802 2.6471 -3.0461  C19 1.395, C23 1.441
3 O 1.5523 -2.7813 0.9438  C10 1.422, C26 1.417
4 O -2.4159 2.3769 1.1148  C12 1.422, C16 1.431
5 O 5.7960 -2.5267 -0.5750  C11 1.426, C21 1.418
6 O -0.2708 1.4487 5.0035  C18 1.413, C27 1.420
7 N -1.4407 4.0049 3.4699  C17 1.466, C24 1.460, H73 1.010
8 N 4.0415 -4.7365 0.4988  C15 1.462, C20 1.463, H58 1.010
9 N -2.7504 0.3826 -2.1940  C13 1.507, C14 1.495, C19 1.519, H60 1.028
10 C 1.5831 -4.0049 0.2203  O3 1.422, C20 1.534, H62 1.096, H63 1.094
11 C 5.7973 -3.8827 -1.0175  O5 1.426, C15 1.525, H59 1.093, H75 1.094
12 C -3.7405 2.3240 1.6284  O4 1.422, H39 1.091, H67 1.094, H69 1.092
13 C -2.0011 -0.0494 -3.4284  N9 1.507, C28 1.596, H49 1.109, H68 1.107
14 C -4.1656 -0.0972 -2.1434  N9 1.495, C25 1.559, H42 1.116, H65 1.115
15 C 4.4138 -4.5124 -0.8967  N8 1.462, C11 1.525, H34 1.096, H52 1.094
16 C -1.8699 3.6983 1.0568  O4 1.431, C24 1.525, H44 1.093, H45 1.096
17 C -0.5011 3.8919 4.5892  N7 1.466, C27 1.534, H54 1.093, H56 1.095
18 C -0.9392 0.8271 3.9247  O6 1.413, H31 1.093, H38 1.091, H48 1.093
19 C -2.6031 1.8668 -1.9039  O2 1.395, N9 1.519, H36 1.117, H53 1.115
20 C 2.6227 -5.0173 0.7168  N8 1.463, C10 1.534, H40 1.095, H61 1.093
21 C 6.4168 -2.3280 0.6847  O5 1.418, H33 1.094, H41 1.090, H57 1.092
22 C 0.3601 -0.8704 -2.6139  C28 1.576, H29 1.118, H46 1.115, H66 1.116
23 C -1.7378 3.6260 -3.2275  O2 1.441, H50 1.114, H51 1.109, H70 1.118
24 C -0.8289 3.9289 2.1469  N7 1.460, C16 1.525, H64 1.094, H72 1.095
25 C -5.0523 0.4108 -3.3210  F1 1.411, C14 1.559, H30 1.110, H35 1.113
26 C 2.5669 -1.8549 0.5967  O3 1.417, H37 1.093, H47 1.091, H55 1.092
27 C 0.4031 2.6560 4.6811  O6 1.420, C17 1.534, H71 1.096, H74 1.093
28 C -1.1020 -1.3022 -3.0154  C13 1.596, C22 1.576, H32 1.115, H43 1.115
29 H 1.0401 -1.6397 -3.0567  C22 1.118
30 H -4.5641 1.1570 -3.9814  C25 1.110
31 H -0.4023 0.9432 2.9792  C18 1.093
32 H -1.6068 -1.9193 -2.2355  C28 1.115
33 H 5.7681 -2.6455 1.5062  C21 1.094
34 H 3.7102 -3.8421 -1.4027  C15 1.096
35 H -6.0658 0.7411 -3.0024  C25 1.113
36 H -1.5973 1.9687 -1.4296  C19 1.117
37 H 2.8088 -1.8814 -0.4690  C26 1.093
38 H -1.0177 -0.2381 4.1458  C18 1.091
39 H -3.7528 2.4291 2.7145  C12 1.091
40 H 2.3963 -5.9942 0.2763  C20 1.095
41 H 6.5997 -1.2593 0.8002  C21 1.090
42 H -4.6064 0.2924 -1.1945  C14 1.116
43 H -1.0181 -1.9102 -3.9468  C28 1.115
44 H -2.6527 4.4610 1.0726  C16 1.093
45 H -1.3606 3.7724 0.0888  C16 1.096
46 H 0.6650 0.1147 -3.0385  C22 1.115
47 H 3.4606 -2.0303 1.1976  C26 1.091
48 H -1.9588 1.2122 3.8383  C18 1.093
49 H -1.2872 0.7297 -3.7647  C13 1.109
50 H -1.1421 3.3407 -4.1244  C23 1.114
51 H -1.1253 3.8195 -2.3236  C23 1.109
52 H 4.4096 -5.4708 -1.4238  C15 1.094
53 H -3.3363 2.0749 -1.0901  C19 1.115
54 H -1.1026 3.9281 5.5006  C17 1.093
55 H 2.2090 -0.8530 0.8430  C26 1.092
56 H 0.1303 4.7866 4.5945  C17 1.095
57 H 7.3731 -2.8524 0.7482  C21 1.092
58 H 4.2835 -3.9167 1.0376  N8 1.010
59 H 6.5609 -4.4763 -0.5091  C11 1.093
60 H -2.2655 -0.0726 -1.4101  N9 1.028
61 H 2.4904 -5.1228 1.7967  C20 1.093
62 H 1.6531 -3.8156 -0.8574  C10 1.096
63 H 0.5997 -4.4571 0.3785  C10 1.094
64 H -0.3027 4.8659 1.9439  C24 1.094
65 H -4.1306 -1.2117 -2.1548  C14 1.115
66 H 0.5367 -0.9282 -1.5140  C22 1.116
67 H -4.3777 3.0902 1.1777  C12 1.094
68 H -2.6606 -0.4079 -4.2423  C13 1.107
69 H -4.1535 1.3421 1.3872  C12 1.092
70 H -2.2395 4.5929 -3.4786  C23 1.118
71 H 1.0348 2.5214 3.7956  C27 1.096
72 H -0.1042 3.1100 2.0802  C24 1.095
73 H -2.1214 3.2638 3.5590  N7 1.010
74 H 1.0918 2.8302 5.5115  C27 1.093
75 H 6.0601 -3.8531 -2.0792  C11 1.094

Here are the Mulliken charges for atoms 1 to 6, given in e: atom 1 (F): -0.31, atom 2 (O): -0.35, atom 3 (O): -0.41, atom 4 (O): -0.12, atom 5 (O): -0.33, atom 6 (O): -0.45



DFT (the ωB97M-V functional and the def2-TZVPD basis) results for 7 unconnected molecules or ions with the total composition C19H48ClN2O9S7 in a non-equilibrium geometry.

Its total charge is +1. The energy relative to the best compared isomer or geometry (same formula, charge and spin) comes out at 72.48 kJ/mol. For the strongest force on any atom, the calculation gives 3.93 eV/A. For the HOMO energy, the calculation gives -0.3802 Eh.

Bonds (Å) are listed after each position.
Geometry (Å):
1 Cl -4.9670 -0.5775 -4.2426  N19 1.678
2 S 6.4095 1.9009 -1.0439  O13 1.486, C22 1.798, C37 1.799
3 S -0.8956 2.1720 1.9083  O16 1.501, C25 1.791, C29 1.797
4 S -1.0959 7.2583 -0.0542  O17 1.493, C23 1.799, C34 1.796
5 S -0.4622 -2.3229 -2.1658  O9 1.607, O10 1.425, O14 1.434, C20 1.783
6 S 0.8535 -6.4136 0.9586  O11 1.490, C31 1.798, C38 1.783
7 S 3.7299 -1.8803 0.9803  O15 1.493, C30 1.794, C36 1.798
8 S -3.5735 -3.8421 1.4128  O12 1.498, C21 1.803, C27 1.797
9 O -1.3018 -2.5688 -3.5139  S5 1.607, H71 0.972
10 O 0.9399 -2.2776 -2.4150  S5 1.425
11 O 0.5814 -6.8520 2.3559  S6 1.490
12 O -4.8248 -3.9839 0.6007  S8 1.498
13 O 5.9447 1.2569 -2.3003  S2 1.486
14 O -0.7715 -3.3516 -1.2163  S5 1.434
15 O 2.9078 -0.7091 1.4056  S7 1.493
16 O -1.3540 1.4246 0.6896  S3 1.501
17 O -0.1473 6.1413 0.2291  S4 1.493
18 N -5.0366 -2.2126 -0.8172  C33 1.302, C35 1.401, H70 1.020
19 N -4.8294 -1.0565 -2.6407  Cl1 1.678, C26 1.387, C33 1.332
20 C -0.9778 -0.8221 -1.3526  S5 1.783, C28 1.559, H44 1.098, H47 1.090
21 C -2.7332 -5.4365 1.4440  S8 1.803, H48 1.091, H68 1.090, H86 1.089
22 C 7.7157 3.0565 -1.4812  S2 1.798, H42 1.088, H65 1.090, H74 1.090
23 C -2.2624 7.3290 1.3137  S4 1.799, H46 1.089, H54 1.091, H83 1.090
24 C -3.3477 0.9175 -1.6662  C26 1.518, C32 1.563, H62 1.099, H81 1.100
25 C 0.1961 3.4757 1.3465  S3 1.791, H55 1.089, H61 1.089, H73 1.086
26 C -4.1577 -0.3665 -1.6429  N19 1.387, C24 1.518, C35 1.352
27 C -4.0536 -3.8539 3.1448  S8 1.797, H49 1.089, H60 1.090, H82 1.090
28 C -0.8846 0.4478 -2.2519  C20 1.559, C32 1.538, H66 1.093, H78 1.102
29 C -2.2457 3.2473 2.4091  S3 1.797, H41 1.090, H52 1.089, H53 1.091
30 C 4.2049 -1.6077 -0.7283  S7 1.794, H40 1.090, H51 1.089, H75 1.090
31 C 2.6168 -6.5962 0.6588  S6 1.798, H56 1.090, H57 1.090, H58 1.088
32 C -2.2531 0.9074 -2.7813  C24 1.563, C28 1.538, H79 1.100, H84 1.096
33 C -5.3304 -2.1584 -2.0845  N18 1.302, N19 1.332, H50 1.084
34 C -0.2465 8.7910 0.3409  S4 1.796, H45 1.090, H64 1.088, H85 1.090
35 C -4.2953 -1.0683 -0.4951  N18 1.401, C26 1.352, H67 1.081
36 C 5.3749 -1.6607 1.6718  S7 1.798, H69 1.090, H72 1.091, H77 1.089
37 C 5.1921 3.1477 -0.5978  S2 1.799, H39 1.090, H63 1.090, H80 1.089
38 C 0.8376 -4.6303 0.9709  S6 1.783, H43 1.088, H59 1.091, H76 1.088
39 H 5.5557 3.7234 0.2538  C37 1.090
40 H 4.9060 -2.3819 -1.0408  C30 1.090
41 H -1.9099 3.8965 3.2173  C29 1.090
42 H 8.5728 2.4843 -1.8305  C22 1.088
43 H 1.1356 -4.2504 -0.0045  C38 1.088
44 H -0.2751 -0.6868 -0.5192  C20 1.098
45 H 0.1660 8.7366 1.3486  C34 1.090
46 H -2.8786 6.4321 1.2830  C23 1.089
47 H -1.9523 -0.9940 -0.8958  C20 1.090
48 H -1.8818 -5.3690 2.1225  C21 1.091
49 H -4.6259 -2.9501 3.3477  C27 1.089
50 H -5.8972 -2.9124 -2.6180  C33 1.084
51 H 3.3102 -1.6616 -1.3470  C30 1.089
52 H -3.0663 2.6247 2.7624  C29 1.089
53 H -2.5788 3.8433 1.5584  C29 1.091
54 H -1.7218 7.3685 2.2599  C23 1.091
55 H 1.0991 3.0120 0.9508  C25 1.089
56 H 3.1791 -6.0984 1.4493  C31 1.090
57 H 2.8661 -6.1668 -0.3119  C31 1.090
58 H 2.8533 -7.6587 0.6570  C31 1.088
59 H 1.4976 -4.2351 1.7443  C38 1.091
60 H -4.6693 -4.7291 3.3510  C27 1.090
61 H 0.4567 4.1181 2.1863  C25 1.089
62 H -2.8475 1.0494 -0.6965  C24 1.099
63 H 5.0074 3.8052 -1.4478  C37 1.090
64 H 0.5608 8.9263 -0.3761  C34 1.088
65 H 7.3713 3.7197 -2.2749  C22 1.090
66 H -0.3352 1.2228 -1.7111  C28 1.093
67 H -3.9207 -0.8536 0.4954  C35 1.081
68 H -3.4138 -6.2241 1.7662  C21 1.090
69 H 6.0378 -2.4343 1.2842  C36 1.090
70 H -5.2819 -2.9652 -0.1733  N18 1.020
71 H -2.0232 -3.1603 -3.2423  O9 0.972
72 H 5.7555 -0.6718 1.4131  C36 1.091
73 H -0.2869 4.0572 0.5667  C25 1.086
74 H 7.9990 3.6343 -0.6012  C22 1.090
75 H 4.6607 -0.6229 -0.8322  C30 1.090
76 H -0.1854 -4.3246 1.1790  C38 1.088
77 H 5.3047 -1.7526 2.7543  C36 1.089
78 H -0.2556 0.1762 -3.1154  C28 1.102
79 H -2.1399 1.9434 -3.1335  C32 1.100
80 H 4.2699 2.6378 -0.3235  C37 1.089
81 H -3.9736 1.8124 -1.7978  C24 1.100
82 H -3.1593 -3.8649 3.7676  C27 1.090
83 H -2.8972 8.2081 1.2041  C23 1.090
84 H -2.5230 0.3387 -3.6790  C32 1.096
85 H -0.9449 9.6241 0.2622  C34 1.090
86 H -2.3773 -5.6516 0.4375  C21 1.089

Here are the Mulliken charges for atoms 1 to 6, given in e: atom 1 (Cl): 0.05, atom 2 (S): 0.57, atom 3 (S): 0.39, atom 4 (S): 0.44, atom 5 (S): 1.21, atom 6 (S): 0.55



Among the records above, which one has the lowest HOMO?
C19H47FN3O5



Which of these has the highest strongest force on any atom?
C19H48ClN2O9S7



Among the records above, which one has the highest strongest force on any atom?
C19H48ClN2O9S7



HOMO of number 2 (C19H47FN3O5)?
-0.3863 Eh